Entry 1:
Density functional theory data (ωB97M-V/def2-TZVPD) for C13H24F12N2NiO17S7 as an isolated structure at a distorted geometry.

Computed properties:
Molecular weight, Da: 991.470
Spin multiplicity: 3
E_LUMO (alpha / beta), eV: 0.004 / -1.235
E_HOMO (alpha / beta), eV: -10.969 / -10.953

```
76
C13H24F12N2NiO17S7, DFT ωB97M-V/def2-TZVPD
H 3.89 2.15 -2.21
O 0.86 1.26 4.31
H 3.19 3.59 -0.25
H -4.20 -2.27 2.45
O -3.28 0.35 3.16
C -1.94 -1.57 -2.99
O -1.74 -1.77 0.75
S 0.95 2.93 -0.38
F -3.24 -1.74 -2.99
C 1.39 3.25 -4.16
F -3.11 3.05 3.00
H 3.92 -0.34 -2.81
C -3.37 -2.97 2.43
H 1.39 -3.12 -1.91
F -4.35 3.56 -1.03
C -1.94 2.62 3.43
H -3.87 -3.94 2.41
H 0.88 4.51 -2.64
O 3.00 -2.04 0.19
H 4.65 -0.66 -1.28
O -1.77 -4.21 0.81
H 5.48 1.41 -2.34
S -2.64 -2.90 0.82
F 1.98 -1.22 4.80
F -0.01 -1.93 4.46
N -1.86 0.56 -1.16
O -1.99 0.91 -3.74
C 1.94 -2.22 -2.17
O 0.22 1.84 0.17
C -3.17 2.98 -1.07
O 0.80 -1.04 -0.16
O 0.37 4.21 -0.30
O 1.23 2.58 -1.88
C -0.26 -5.63 2.08
H 2.86 1.87 0.31
H 1.91 2.35 -4.51
F -2.43 3.30 -0.02
C 4.55 1.40 -1.76
H 0.06 -6.26 1.25
S 0.65 0.36 3.24
S -3.43 1.13 -1.05
H -0.59 -3.55 2.45
C -0.57 -4.23 1.59
C 3.95 0.02 -1.78
F -1.47 -1.94 -4.17
H 0.34 3.03 -4.38
H 1.69 4.04 -4.85
F 1.45 -2.10 2.87
O 1.59 0.53 2.15
H -1.15 -6.08 2.53
O 2.70 0.03 -1.09
H -2.60 -2.99 3.18
F -2.55 3.34 -2.20
C 1.57 3.66 -2.73
O -3.90 0.81 0.26
S 2.10 -1.35 -0.66
Ni -0.83 0.08 0.48
H 2.49 3.29 1.33
S -1.43 0.18 -2.68
H 1.36 -1.64 -2.89
H 2.55 4.12 -2.56
H 2.93 -2.48 -2.55
H 4.80 1.82 -0.78
S -1.97 0.73 3.58
H 0.28 -3.86 1.01
F -0.98 2.97 2.56
C 1.05 -1.35 3.88
F -1.68 3.17 4.60
F -1.39 -2.36 -2.05
C 2.56 2.91 0.31
N -0.86 0.24 2.50
O 0.00 0.04 -2.66
H 0.52 -5.59 2.84
O -1.60 0.43 4.90
O -3.64 -3.08 -0.15
O -4.31 0.84 -2.11
```



Entry 2:
Density functional theory data (ωB97M-V/def2-TZVPD) for a 4-piece molecular cluster, C13H24F3NO13S3 overall at a distorted geometry.

Computed properties:
Molecular weight, Da: 555.524
SMILES: NCCOCCCC(F)=C(F)F.O=S1(=O)OCCO1.O=S1(=O)OCCO1.O=S1(=O)OCCO1
E_LUMO, eV: -0.856
E_HOMO, eV: -9.181

```
57
C13H24F3NO13S3, DFT ωB97M-V/def2-TZVPD
H 2.16 2.06 -0.42
O 0.62 -2.60 5.46
C 1.53 1.24 0.10
H 4.07 0.62 0.41
H -1.92 1.30 -0.64
O -3.63 -0.63 -5.66
C -5.45 -2.22 -3.38
H -0.66 0.03 -1.02
C 4.12 4.80 -3.05
H 1.17 -1.80 0.71
H 1.80 -1.62 2.20
O 4.01 1.49 -3.05
H 3.93 0.03 2.13
H -1.32 -0.63 5.47
N 1.99 -2.06 1.29
F -0.58 -0.25 2.11
H 5.18 4.61 -3.25
H -3.85 -3.38 -2.46
F -3.20 -1.83 0.31
H 1.42 0.35 -0.60
S 3.06 2.55 -3.06
O 1.68 2.36 -2.71
O -0.26 -4.44 6.87
H 2.31 5.13 -4.20
H -0.21 2.08 1.36
H -6.31 -2.32 -2.72
C 3.14 -1.37 0.62
H -4.16 -1.81 -1.69
H 4.11 -1.94 0.76
C 0.03 1.80 0.28
H 3.79 5.12 -5.19
H 0.10 -1.58 3.72
H -0.09 2.67 -0.43
O 2.13 0.85 1.35
C 3.35 0.14 1.15
C -4.13 -2.35 -2.64
H 2.91 -1.37 -0.51
H -2.44 -1.72 4.61
C -1.51 -1.67 5.19
O 3.63 3.78 -2.18
O -3.17 -1.70 -3.48
O 3.12 3.27 -4.51
C 3.29 4.68 -4.32
S -0.17 -3.01 6.81
H 4.02 5.78 -2.59
O -1.63 -2.44 6.39
C -1.06 0.70 -0.20
C -0.33 -2.27 4.44
O -3.62 0.73 -3.56
O 0.34 -2.23 7.89
H -0.62 -3.20 3.93
C -1.51 -0.17 1.04
O -5.42 -0.92 -3.97
C -2.77 -0.82 1.15
S -3.89 -0.48 -4.27
F -3.60 -0.38 2.20
H -5.52 -2.95 -4.19
```



Entry 3:
Density functional theory data (ωB97M-V/def2-TZVPD) for a 2-piece molecular cluster, C13H24F3NO3 overall at a distorted geometry.

Computed properties:
Molecular weight, Da: 299.333
Relative energy (zero: lowest compared OMol25 entry of this formula, charge and spin), kJ/mol: 0.00
SMILES: CO[C@H](OC[C@H](C)C(C)C)[C@H](OC)C(F)(F)F.CC#N
E_LUMO, eV: 0.688
E_HOMO, eV: -9.720

```
44
C13H24F3NO3, DFT ωB97M-V/def2-TZVPD
H 1.39 3.10 0.07
C 3.35 -0.41 -0.42
H -0.98 3.57 -5.58
H -1.12 -3.51 1.66
N 0.09 4.55 -2.72
O 0.16 0.57 1.35
C -2.13 -2.99 1.62
H 2.00 -3.41 1.62
C 1.66 2.53 -0.88
H 2.70 2.78 -1.28
H 0.91 2.85 -1.69
C 1.69 -2.42 2.09
H -3.27 -1.95 0.04
F 2.74 -1.15 -1.45
H -1.87 0.29 0.11
H -2.96 -3.74 1.41
C 0.05 4.30 -3.86
C 0.00 3.97 -5.32
C -2.22 -1.86 0.49
H -3.93 -0.48 2.39
H 2.50 -2.00 2.78
H -4.19 0.28 0.68
H -2.32 -2.55 2.65
H -3.28 1.26 1.99
C -0.90 -0.11 2.06
O 1.30 -1.53 1.02
H 0.76 3.22 -5.56
C -1.22 -2.16 -0.75
C -2.10 -0.36 1.03
C -3.51 0.21 1.59
H -0.60 -1.26 -1.05
H 1.91 0.02 2.41
H -1.75 -2.61 -1.65
H 2.89 1.49 0.79
C 2.37 0.59 0.32
H -0.51 -2.98 -0.37
F 4.32 0.40 -1.09
H -0.58 -1.02 2.65
H 0.19 4.87 -5.91
H 0.77 -2.67 2.73
H -1.30 0.65 2.83
O 1.48 1.11 -0.71
F 4.11 -1.23 0.45
C 1.39 -0.15 1.39
```



Entry 4:
Density functional theory data (ωB97M-V/def2-TZVPD) for C13H24N2O6PReS as an isolated structure.

Computed properties:
Molecular weight, Da: 553.591
Total charge: +3
Relative energy (zero: lowest compared OMol25 entry of this formula, charge and spin), kJ/mol: 32.87
Spin multiplicity: 2
E_LUMO (alpha / beta), eV: -11.523 / -11.495
E_HOMO (alpha / beta), eV: -17.773 / -17.772

```
48
C13H24N2O6PReS, DFT ωB97M-V/def2-TZVPD
H -1.13 -0.78 -3.56
C -4.80 -2.87 0.07
Re -0.35 -0.96 0.20
H 4.10 -1.02 2.49
H -0.02 2.48 4.15
C 0.07 3.17 3.33
C -4.63 0.63 -0.95
H -5.21 1.04 -0.13
O -0.42 -0.76 2.07
C 0.23 4.53 3.55
H 2.26 -2.91 -2.52
C 0.15 3.60 0.91
H -2.63 -1.74 -3.33
H 0.26 4.90 4.57
H -5.52 -3.23 -0.65
C -1.59 -1.63 -3.06
H 3.53 0.27 1.43
N -0.31 0.49 2.62
H 3.68 -3.35 -1.57
H 0.39 5.65 0.35
H -5.13 -0.20 -1.42
C 3.71 -1.68 0.50
H 2.40 -0.96 2.07
C 0.34 5.41 2.48
C 3.22 -2.55 -2.14
H -4.39 -3.68 0.66
O -3.68 -2.33 -0.77
H 0.47 6.47 2.68
H 3.64 -1.19 -3.79
C 0.04 2.74 2.00
H 5.06 -1.62 -2.82
H 4.75 -1.57 0.16
C 3.40 -0.78 1.68
C 0.30 4.95 1.17
H 4.36 -2.80 -3.92
C 4.12 -1.99 -3.23
H -4.37 1.40 -1.67
O -1.54 -1.35 -1.60
H 3.54 -2.74 0.69
O -0.07 0.92 0.45
P -2.67 -1.22 -0.42
O 1.27 -1.64 -0.53
N -0.13 1.34 1.75
H -1.04 -2.55 -3.21
O -3.35 0.17 -0.36
H 0.11 3.23 -0.10
H -5.21 -2.07 0.68
S 2.78 -1.23 -0.97
```



Entry 5:
Density functional theory data (ωB97M-V/def2-TZVPD) for one molecule with the formula C13H24N4O at a distorted geometry.

Computed properties:
Molecular weight, Da: 252.362
Relative energy (zero: lowest compared OMol25 entry of this formula, charge and spin), kJ/mol: 165.62
SMILES: COCCCCCCCCCCc1nncnn1
E_LUMO, eV: -0.630
E_HOMO, eV: -9.534

```
42
C13H24N4O, DFT ωB97M-V/def2-TZVPD
C 1.56 1.26 1.13
H 1.07 3.40 -1.01
H 0.99 0.27 -0.75
H 2.35 1.41 -0.90
C -0.54 -2.47 -1.17
N 4.97 0.74 2.43
H 0.82 -2.75 1.81
H -0.34 -3.88 0.92
H -1.36 -1.51 -2.92
H -4.21 -0.13 -0.06
N 4.42 -1.02 0.78
H 0.20 -2.78 -1.97
H -2.40 1.04 1.40
H -3.54 -0.85 -2.18
C 0.44 2.47 -0.95
H 0.14 2.24 -2.01
N 3.23 -0.50 0.62
H -1.20 -3.34 -0.97
C -2.16 0.61 0.40
H -3.02 2.42 -0.57
C 2.98 0.61 1.36
H 6.25 -0.77 1.77
H -0.93 -2.29 1.65
O 0.24 -2.05 -0.04
N 3.77 1.25 2.27
H -0.81 -0.32 -1.71
C -0.87 2.74 -0.12
H -3.18 -1.30 0.81
C -2.87 -1.25 -1.37
H -1.14 0.14 0.49
H -1.92 1.47 -1.66
H -3.18 -2.32 -1.24
C 1.33 1.28 -0.44
C 5.22 -0.35 1.66
H -1.19 3.79 -0.37
H -0.74 2.65 0.99
C -1.36 -1.28 -1.82
H 0.79 0.62 1.63
C -0.08 -2.81 1.13
H 1.50 2.28 1.58
C -3.16 -0.53 0.00
C -2.07 1.81 -0.61
```



Table of calculated total energy (a.u.), in record order: -7392.3011; -3036.5201; -1089.6768; -1887.3524; -803.8661